Entry 1:
The following is a quantum chemistry calculation of C3H3N3O as an isolated structure in a non-equilibrium geometry, from the OMol25 dataset.

The geometry in XYZ format:
```
10
Properties=species:S:1:pos:R:3:forces:R:3:nbo_charge:R:1
O -1.066 1.264 -1.024 -1.2 0.7 0.3 -0.625
C -0.510 0.459 -0.136 -0.8 0.4 0.0 0.514
C -0.982 -0.848 -0.001 0.1 0.0 0.1 -0.186
N -0.208 -1.723 0.640 0.2 0.5 -0.3 -0.112
N 1.055 -1.386 0.713 1.0 2.2 -1.1 -0.282
C 1.393 -0.037 0.417 0.5 -2.0 2.2 0.234
N 0.552 0.981 0.502 0.0 -1.1 -2.1 -0.469
H -0.713 2.148 -0.840 0.0 0.1 -0.2 0.498
H -1.946 -1.130 -0.409 0.1 -0.1 0.3 0.227
H 2.414 0.256 0.142 0.0 -0.8 1.0 0.201
```
Forces are in eV/Å.

Results
- electronic energy (eV) = -9674.64154
- net charge = 0
- LUMO level (eV) = -0.5
- relative energy (zero: lowest compared OMol25 entry of this formula, charge and spin) (kJ/mol) = 271.4

Entry 2:
The following is a quantum chemistry calculation of C15H21Br2Cl2F3O7P2SSb as an isolated structure in a non-equilibrium geometry, from the OMol25 dataset.

The geometry in XYZ format:
```
54
Properties=species:S:1:pos:R:3:forces:R:3:nbo_charge:R:1
O 2.005 -1.887 -0.571 0.0 0.1 0.0 -0.686
C 1.644 -0.862 -0.005 -0.2 0.1 -0.1 0.818
O 0.419 -0.429 0.081 0.3 -0.2 0.3 -0.803
Sb -1.277 -1.175 -0.917 0.0 0.0 0.3 1.692
Cl -3.386 -1.916 -2.022 -0.1 0.0 0.0 -0.600
C -1.669 0.854 -1.564 -0.3 -0.2 -0.2 -0.773
C -3.076 1.263 -1.133 0.1 0.4 -0.2 -0.431
C -3.194 2.631 -0.444 -0.2 0.0 0.2 -0.399
C -2.138 2.911 0.635 -0.2 -0.6 -0.1 -0.669
S -0.710 3.934 0.263 0.2 0.0 0.5 2.105
O 0.488 3.168 0.372 -0.1 0.1 0.0 -0.877
O -0.849 5.163 0.989 0.0 0.0 -0.2 -0.919
Cl -0.905 4.399 -1.713 0.0 0.1 -0.2 -0.241
C -0.928 -3.211 -0.264 0.1 -0.3 -0.1 -0.774
C -0.587 -3.399 1.208 0.2 -0.1 0.0 -0.492
C -1.669 -3.263 2.287 0.1 0.0 0.3 0.254
F -1.485 -4.299 3.189 0.0 0.2 -0.2 -0.355
Br -3.458 -3.492 1.608 -0.1 -0.3 -0.2 0.064
C -1.528 -1.939 3.176 -0.2 0.0 0.1 0.613
F -1.077 -2.289 4.401 0.0 0.1 -0.3 -0.325
F -0.624 -1.101 2.650 -0.2 -0.2 0.2 -0.315
Br -3.173 -0.929 3.467 0.3 0.2 0.2 0.007
P -0.076 -1.733 -3.168 -0.8 -0.2 -1.0 -0.381
P 1.319 -0.150 -3.493 0.3 0.1 0.7 2.063
O 1.410 0.876 -2.433 0.0 0.1 -0.3 -1.124
O 2.755 -0.808 -3.849 -0.1 -0.2 0.0 -1.006
O 0.913 0.466 -4.921 0.2 -0.1 -0.2 -0.990
C 2.636 0.016 0.715 -0.2 -0.1 0.0 -0.138
C 2.675 0.028 2.101 -0.1 -0.1 0.1 -0.140
C 3.613 0.800 2.764 0.0 0.0 0.3 -0.238
C 4.505 1.572 2.049 0.3 0.2 -0.2 -0.225
C 4.458 1.571 0.663 0.1 0.1 0.0 -0.213
C 3.528 0.794 -0.004 0.1 0.0 -0.2 -0.172
H -2.188 -0.854 0.532 0.0 0.1 0.0 -0.262
H -0.863 1.451 -1.143 0.1 -0.1 0.0 0.252
H -1.586 0.853 -2.651 0.2 0.1 0.0 0.230
H -3.704 1.295 -2.026 -0.1 -0.1 0.1 0.221
H -3.525 0.522 -0.463 0.1 -0.1 0.0 0.220
H -3.254 3.443 -1.165 0.2 0.0 0.0 0.220
H -4.152 2.643 0.086 0.0 0.1 -0.1 0.211
H -1.685 1.969 0.958 0.0 0.1 0.1 0.272
H -2.589 3.401 1.496 0.2 0.1 0.0 0.255
H -1.807 -3.784 -0.563 0.0 0.1 0.1 0.243
H -0.086 -3.603 -0.837 0.0 0.2 0.0 0.244
H 0.253 -2.755 1.472 0.0 0.0 0.0 0.246
H -0.225 -4.423 1.336 -0.1 0.0 0.0 0.240
H 0.828 -2.776 -2.911 0.3 0.2 0.2 0.022
H 2.960 -1.470 -3.173 0.1 0.1 0.1 0.513
H 1.536 1.163 -5.164 -0.1 0.1 0.0 0.496
H 1.984 -0.578 2.676 -0.1 0.0 -0.1 0.203
H 3.659 0.801 3.847 -0.1 0.0 0.0 0.202
H 5.243 2.173 2.566 0.0 0.0 0.0 0.200
H 5.156 2.174 0.093 0.0 0.0 0.0 0.203
H 3.487 0.794 -1.084 -0.1 0.0 0.0 0.238
```
Forces are in eV/Å.

Results
- electronic energy (eV) = -239465.10607
- net charge = -1
- LUMO level (eV) = 2.2